Entry 1:
Density functional theory data (ωB97M-V/def2-TZVPD) for a structure of composition C20H46OP4RhS.

ORCA input file:
```
! RIJCOSX wB97M-V def2-TZVPD def2/J DEFGRID3
* xyz 3 5
Rh 0.49912 0.87576 -0.99455
P 1.97487 1.08842 0.80754
P -1.22925 1.66847 0.27823
P 1.28917 2.08043 -2.65796
H -0.42388 -1.63249 1.65243
C -0.12690 -2.11797 0.72726
C 1.11964 -2.50054 0.45543
H 1.97739 -2.33406 1.10531
C 1.81409 0.25863 2.40601
C 2.13043 2.81553 1.35802
C 3.72295 0.65341 0.34793
C -2.81341 0.81467 0.06387
C -1.26640 2.00266 2.07569
C -1.48978 3.37649 -0.34124
C 2.63942 1.19391 -3.47175
C 1.98057 3.68139 -2.06720
C -0.11341 2.47618 -3.73348
H -0.94583 -2.32609 0.01602
H 1.31535 -3.04239 -0.48277
H 2.19192 -0.76623 2.35098
H 0.79420 0.22390 2.81110
H 2.44691 0.82843 3.10137
H 1.24290 3.18393 1.87378
H 2.37980 3.49852 0.54570
H 2.95888 2.79908 2.07133
H 3.77384 -0.41326 0.06901
H 4.34803 0.82488 1.23159
H 4.02681 1.28225 -0.50723
H -3.67216 1.47974 0.23597
H -2.87124 -0.01344 0.77876
H -2.91346 0.38993 -0.94107
H -2.09761 2.69115 2.31877
H -0.34359 2.47285 2.43819
H -1.42608 1.05769 2.63251
H -2.34961 3.84560 0.15209
H -1.65916 3.40622 -1.41678
H -0.62144 4.00012 -0.12153
H 2.25918 0.78687 -4.41527
H 2.96858 0.36957 -2.82557
H 3.47409 1.87527 -3.68940
H 2.10713 4.33333 -2.94755
H 2.95512 3.48935 -1.58714
H 1.28629 4.14769 -1.34555
H -0.07240 1.80450 -4.59310
H -0.07501 3.51929 -4.06951
H -1.05273 2.28735 -3.17609
C -0.77456 -1.70351 -3.67020
C -1.71475 -1.90581 -4.70371
C -1.54085 -2.97660 -5.58358
C -0.41788 -3.79427 -5.46554
C 0.51630 -3.58474 -4.46153
C 0.36019 -2.53376 -3.57019
S -1.12653 -0.53544 -2.44302
H 2.05546 0.30819 -0.88205
H -2.58176 -1.23574 -4.70996
H -2.27776 -3.14691 -6.35572
H -0.29680 -4.62464 -6.15245
H 1.37317 -4.22458 -4.34117
H 1.04751 -2.35328 -2.71851
C -0.61604 -3.19799 4.44853
P -1.75069 -1.78571 4.37447
C -3.39898 -2.45496 4.03312
C -1.81848 -1.05657 6.03528
O -1.32249 -0.77955 3.33905
H -1.12437 -4.09325 4.83283
H 0.22080 -2.94159 5.11170
H -0.22463 -3.39028 3.44072
H -3.71903 -3.15875 4.81665
H -4.11667 -1.62287 3.98911
H -3.40705 -2.95403 3.05265
H -0.80544 -1.05802 6.45367
H -2.14924 -0.01792 5.92007
H -2.50280 -1.61443 6.68960
*
```

## Properties
gap between HOMO and LUMO (spin up / spin down): 0.28268 / 0.16530 Ha
DFT total energy: -74504.71262 eV
lowest unoccupied orbital energy (spin up / spin down): -8.869 / -12.415 eV
<S²>: 6.0308
ΔE to the lowest compared entry with this formula, charge and spin: 60.1 kcal per mole

=====

Entry 2:
Density functional theory data (ωB97M-V/def2-TZVPD) for a structure of composition CH11O7PdV.

ORCA input file:
```
! RIJCOSX wB97M-V def2-TZVPD def2/J DEFGRID3
* xyz 1 4
O 2.41863 1.77390 -0.38306
V 1.82216 0.91356 -1.59834
O 2.10875 1.65050 -2.91798
Pd 2.65574 -2.16916 -0.27832
C -0.33579 -0.36424 0.79753
O 0.85937 -0.63744 0.15176
H -0.54300 -0.92993 1.70591
H -0.41281 0.63871 1.21737
H -1.19064 -0.33559 0.12187
O -0.12698 2.20227 -1.48855
H -0.43443 2.16960 -0.58266
H -0.72003 2.81650 -1.92126
O 2.26802 -0.00599 4.23133
H 1.77255 -0.29391 3.46463
H 1.65887 -0.10742 4.96269
O 0.19993 -0.50076 -2.71616
H -0.06238 -1.09904 -3.41579
H -0.07456 -0.93863 -1.91046
O -4.30825 -1.47230 0.29845
H -3.89929 -2.32038 0.47093
H -3.65593 -0.99023 -0.20980
*
```

## Properties
gap between HOMO and LUMO (spin up / spin down): 0.20481 / 0.21430 Ha
DFT total energy: -44702.45381 eV
lowest unoccupied orbital energy (spin up / spin down): -5.713 / -8.113 eV
<S²>: 3.7696

=====

Entry 3:
Density functional theory data (ωB97M-V/def2-TZVPD) for a cluster of 15 separate species, C18H25Cl42O3P2 in total.

ORCA input file:
```
! RIJCOSX wB97M-V def2-TZVPD def2/J DEFGRID3
* xyz -1 1
C -3.17573 -0.98232 2.07989
C -3.70547 -0.56699 0.68504
P -4.64672 1.05102 0.62674
C -3.31344 2.33150 0.91740
C -5.78814 1.25881 2.03872
P -7.07685 0.04158 2.04982
O -7.76602 0.06345 3.37882
O -6.61470 -1.54103 1.81891
O -8.16662 0.43795 0.87040
H -3.22658 -2.05482 2.14419
H -3.71971 -0.53868 2.88535
H -2.12558 -0.76258 2.14866
H -2.82351 -0.43294 0.05956
H -4.25217 -1.40173 0.29016
H -2.47086 2.17389 0.27885
H -3.79632 3.26901 0.72830
H -3.04201 2.27046 1.96121
H -5.22585 1.07522 2.94849
H -6.37804 -1.68777 0.91332
H -8.56375 -0.33502 0.50804
C -9.35534 1.10608 5.50563
Cl -10.06287 2.70970 5.25748
Cl -8.09924 1.16943 6.74435
Cl -10.60807 -0.06118 5.95223
H -8.89750 0.78145 4.57316
C 0.24726 -1.53219 -0.24071
Cl 0.75137 -2.01615 1.38518
Cl -1.26826 -2.32553 -0.66946
Cl 0.10476 0.22573 -0.36429
H 1.00004 -1.85276 -0.93309
C 3.57014 -4.27444 -1.79616
Cl 1.94670 -4.09249 -1.13994
Cl 3.52440 -5.24194 -3.27037
Cl 4.27526 -2.68885 -2.12988
H 4.18636 -4.77752 -1.06809
C -9.57770 3.28470 0.52671
Cl -9.61116 4.49347 -0.76753
Cl -9.17658 4.00509 2.07784
Cl -11.13444 2.44018 0.59860
H -8.80013 2.56388 0.30418
C 1.49029 -2.60609 -5.01057
Cl 0.68420 -3.74272 -6.09364
Cl 2.43375 -1.42881 -5.93251
Cl 0.31147 -1.79121 -3.97811
H 2.16954 -3.16291 -4.38293
C 6.83087 -4.51790 -5.65209
Cl 7.10716 -5.62784 -4.30656
Cl 5.26457 -3.72066 -5.49771
Cl 8.13907 -3.33350 -5.75152
H 6.82925 -5.09132 -6.56667
C 4.09461 -4.74064 2.29686
Cl 3.29860 -5.90142 1.22784
Cl 5.07858 -3.61365 1.36013
Cl 2.91118 -3.87854 3.27880
H 4.74900 -5.28750 2.95850
C 10.10435 0.15335 -5.70282
Cl 9.32515 0.63302 -7.21023
Cl 11.79027 -0.30127 -5.97733
Cl 9.99311 1.44536 -4.50636
H 9.58196 -0.70862 -5.31478
C 5.25446 0.91502 -6.52843
Cl 5.93008 -0.56182 -5.83442
Cl 4.97129 2.12310 -5.27442
Cl 6.32732 1.55016 -7.77739
H 4.30611 0.67316 -6.98532
C -5.88033 -4.07680 -1.53603
Cl -6.32556 -2.36712 -1.52236
Cl -4.26440 -4.28724 -2.21648
Cl -5.96726 -4.75317 0.09048
H -6.58241 -4.60572 -2.16238
C -2.75623 6.52775 0.84925
Cl -3.64405 6.17084 2.33110
Cl -1.02004 6.35982 1.11347
Cl -3.29491 5.47718 -0.46013
H -2.95825 7.55043 0.56979
C 0.98275 4.06909 3.50892
Cl 0.21064 2.94053 2.38756
Cl 1.88134 5.32114 2.63760
Cl -0.22240 4.80486 4.56719
H 1.67907 3.51804 4.12220
C 4.94534 2.14222 2.43955
Cl 5.34305 2.78956 4.03464
Cl 5.64674 0.53675 2.22686
Cl 3.20067 2.09604 2.20716
H 5.37007 2.79826 1.69424
C 9.43241 2.38946 5.35059
Cl 10.17958 3.62675 4.33608
Cl 8.36623 1.35989 4.39614
Cl 10.66650 1.42875 6.17230
H 8.83728 2.88579 6.10242
*
```

## Properties
gap between HOMO and LUMO: 0.18362 Ha
DFT total energy: -569735.80350 eV
lowest unoccupied orbital energy: 1.134 eV

=====

Entry 4:
Density functional theory data (ωB97M-V/def2-TZVPD) for an isolated molecule of C17H26N4O3.

ORCA input file:
```
! RIJCOSX wB97M-V def2-TZVPD def2/J DEFGRID3
* xyz 0 1
C -1.26296 -1.78880 1.91238
N -1.77519 -1.93951 0.56357
C -3.17074 -2.35592 0.59244
C -3.70878 -2.61032 -0.80551
C -3.55540 -1.36181 -1.66466
C -2.10580 -0.89796 -1.63959
C -1.61995 -0.70927 -0.20007
C -0.14715 -0.31710 -0.26385
O 0.69825 -1.13511 -0.60414
N 0.20002 0.97309 0.00220
C 1.63594 1.25518 -0.01547
C 2.19408 1.38348 -1.44477
C 3.54544 0.71120 -1.61583
O 4.55807 1.32998 -1.89000
N 3.50885 -0.63292 -1.42618
C 4.68848 -1.45277 -1.56564
C 4.63402 -2.34509 -2.76071
N 4.81781 -3.61957 -2.80458
C 4.68103 -3.94438 -4.14900
C 4.41159 -2.82505 -4.84273
O 4.37948 -1.78216 -3.96202
C -0.70858 1.94025 0.56162
C -0.51203 3.37973 0.19928
C -1.70900 2.63271 -0.31618
H -0.19536 -1.56955 1.88954
H -1.77919 -0.98753 2.47085
H -1.39889 -2.72154 2.45925
H -3.23529 -3.26324 1.19569
H -3.79639 -1.58994 1.09217
H -3.15028 -3.43646 -1.25289
H -4.75572 -2.91375 -0.74302
H -3.87430 -1.55284 -2.69087
H -4.20073 -0.56796 -1.27196
H -1.45903 -1.64217 -2.10962
H -1.98586 0.04032 -2.18751
H -2.20639 0.09726 0.26809
H 1.79852 2.17282 0.54363
H 2.14708 0.44935 0.51170
H 1.49374 0.91012 -2.13496
H 2.31020 2.42592 -1.73512
H 2.61540 -1.05592 -1.19843
H 5.53829 -0.77456 -1.65047
H 4.83364 -2.09136 -0.69508
H 4.78166 -4.95440 -4.50587
H 4.22580 -2.59668 -5.87578
H -1.01353 1.74371 1.58436
H -0.65147 4.11610 0.97714
H 0.26584 3.61352 -0.51452
H -1.70513 2.36192 -1.36285
H -2.68260 2.84952 0.10079
*
```

## Properties
gap between HOMO and LUMO: 0.35239 Ha
DFT total energy: -30153.74530 eV
lowest unoccupied orbital energy: 0.716 eV
SMILES string: CN1CCCC[C@@H]1C(=O)N(CCC(=O)NCc1ncco1)C1CC1
ΔE to the lowest compared entry with this formula, charge and spin: 43.9 kcal per mole